Entry from the OMol25 dataset: a structure of composition C44H63BrN4P3SSiTi (ωB97M-V/def2-TZVPD).

XYZ file:
```
118
Properties=species:S:1:pos:R:3
Ti 0.404 0.373 -0.701
C -4.290 -2.241 -3.171
C -2.826 -2.037 -2.787
C -2.103 -3.378 -2.930
P -2.317 -1.268 -1.116
C -3.815 -0.343 -0.426
C -5.138 -1.046 -0.137
C -4.042 0.893 -1.295
C -2.247 -2.809 -0.124
C -3.316 -3.696 -0.049
C -3.181 -4.918 0.583
C -1.987 -5.240 1.202
C -0.933 -4.345 1.156
C -1.024 -3.149 0.452
Si 0.499 -1.978 0.321
C 1.233 -2.356 2.081
C 2.424 -3.032 2.315
C 2.927 -3.206 3.592
C 2.260 -2.657 4.673
C 1.065 -1.994 4.467
C 0.531 -1.872 3.192
P -1.102 -1.106 2.867
C -2.244 -2.440 3.580
C -3.679 -1.932 3.465
C -1.957 -3.075 4.935
C -1.175 0.371 4.055
C 0.169 1.096 3.977
C -1.624 0.239 5.509
C 1.694 -2.981 -0.894
C 2.050 -4.287 -0.559
C 3.035 -4.987 -1.233
C 3.693 -4.395 -2.297
C 3.310 -3.133 -2.704
C 2.324 -2.422 -2.016
P 1.746 -0.833 -2.723
C 1.332 -1.392 -4.508
C 0.320 -0.472 -5.185
C 0.816 -2.820 -4.652
C 3.354 0.047 -3.192
C 4.360 0.081 -2.053
C 3.051 1.468 -3.666
H -4.321 -2.616 -4.196
H -4.855 -1.314 -3.141
H -4.767 -2.984 -2.536
H -2.400 -1.320 -3.505
H -2.609 -4.143 -2.344
H -1.075 -3.319 -2.569
H -2.110 -3.698 -3.972
H -3.421 0.004 0.539
H -5.569 -1.508 -1.018
H -5.848 -0.297 0.214
H -5.042 -1.795 0.644
H -4.568 0.640 -2.212
H -3.088 1.344 -1.560
H -4.624 1.629 -0.745
H -4.253 -3.445 -0.512
H -4.007 -5.614 0.588
H -1.878 -6.179 1.726
H -0.028 -4.574 1.702
H 2.984 -3.439 1.484
H 3.840 -3.765 3.743
H 2.657 -2.759 5.672
H 0.541 -1.578 5.312
H -2.129 -3.239 2.839
H -3.922 -1.217 4.246
H -4.383 -2.761 3.527
H -3.809 -1.435 2.506
H -2.178 -2.409 5.762
H -0.918 -3.389 4.999
H -2.580 -3.963 5.041
H -1.919 1.003 3.547
H 0.587 1.028 2.971
H 0.032 2.146 4.223
H 0.888 0.663 4.669
H -0.966 -0.394 6.099
H -2.638 -0.142 5.581
H -1.613 1.235 5.953
H 1.539 -4.778 0.253
H 3.300 -5.988 -0.923
H 4.470 -4.923 -2.829
H 3.773 -2.699 -3.579
H 2.283 -1.319 -5.050
H -0.636 -0.524 -4.667
H 0.166 -0.794 -6.214
H 0.637 0.567 -5.198
H -0.254 -2.837 -4.491
H 1.288 -3.521 -3.968
H 1.003 -3.169 -5.667
H 3.801 -0.508 -4.028
H 3.952 0.633 -1.209
H 5.274 0.578 -2.377
H 4.621 -0.924 -1.728
H 2.634 2.065 -2.856
H 2.351 1.475 -4.498
H 3.968 1.954 -3.998
C 1.917 4.013 0.741
C 1.873 2.570 0.340
N 1.238 2.159 -0.757
N 0.737 3.136 -1.545
C -0.130 2.838 -2.455
N -0.527 3.820 -3.315
S -0.781 1.254 -2.715
C 2.528 1.563 1.084
C 3.228 1.812 2.287
C 4.002 0.825 2.829
C 4.126 -0.388 2.140
C 3.356 -0.587 1.016
N 2.520 0.319 0.509
H 1.399 4.597 -0.015
H 2.944 4.362 0.831
H 1.416 4.153 1.699
H -0.327 4.766 -3.030
H -1.401 3.668 -3.788
H 3.123 2.767 2.772
H 4.519 0.985 3.761
H 4.788 -1.160 2.492
H 3.435 -1.511 0.461
Br -1.219 1.579 0.763
```

charge	0
2S+1	2
total energy	-7068.77338	Ha
energy relative to the best compared isomer or geometry (same formula, charge and spin)	27.4	kcal/mol
LUMO level (spin up / spin down)	-0.6 / -0.7	eV
HOMO-LUMO gap (spin up / spin down)	6.43 / 6.42	eV
⟨S²⟩	0.786

Entry from the OMol25 dataset: the molecule C3H2N2O2 (ωB97M-V/def2-TZVPD).

XYZ file:
```
9
Properties=species:S:1:pos:R:3
C -1.131 0.040 0.058
C -0.232 1.188 0.042
C 0.790 -1.172 -0.073
H -0.563 2.154 0.161
H 1.306 -2.037 -0.185
N 1.036 1.133 0.032
N -0.476 -1.255 0.209
O -2.357 0.010 -0.150
O 1.628 -0.061 -0.094
```

charge	0
2S+1	1
total energy	-375.41848	Ha
energy relative to the best compared isomer or geometry (same formula, charge and spin)	58.4	kcal/mol
LUMO level	-0.5	eV
SMILES string	O=c1cnocn1
HOMO-LUMO gap	10.01	eV

Entry from the OMol25 dataset: a cluster of 3 separate species, H10N6 in total (ωB97M-V/def2-TZVPD).

XYZ file:
```
16
Properties=species:S:1:pos:R:3
N -0.553 -0.209 0.009
N -0.999 0.169 1.279
N -0.186 0.746 -0.943
N -2.334 -0.773 -1.037
H -1.790 0.789 1.148
H -0.228 0.653 1.739
H -0.619 0.453 -1.814
H 0.827 0.784 -1.024
H -2.685 -1.456 -0.362
H -2.889 0.065 -0.837
N 2.664 0.242 0.201
N 1.614 -0.085 1.020
H 2.712 1.223 -0.026
H 2.953 -0.380 -0.550
H 1.738 -1.069 1.265
H -0.224 -1.153 -0.068
```

charge	0
2S+1	1
total energy	-334.27966	Ha
energy relative to the best compared isomer or geometry (same formula, charge and spin)	57.8	kcal/mol
LUMO level (spin up / spin down)	0.6 / 0.9	eV
HOMO-LUMO gap (spin up / spin down)	7.96 / 8.68	eV

Entry from the OMol25 dataset: a cluster of 2 separate species, C4H12N4O in total (ωB97M-V/def2-TZVPD).

XYZ file:
```
21
Properties=species:S:1:pos:R:3
C 0.841 0.186 1.984
C 0.181 2.181 1.024
C 1.480 -1.137 1.747
O 0.889 1.075 1.051
H 0.251 0.367 2.873
H 0.523 2.936 0.344
H -0.510 2.414 1.813
H 0.724 -1.906 1.567
H 2.066 -1.442 2.615
H 2.131 -1.082 0.875
C -1.779 0.674 -1.555
N -0.889 -0.444 -1.362
N 0.459 -0.346 -1.755
N -1.377 -1.552 -0.843
N -0.705 -2.561 -0.668
H 0.934 0.367 -1.207
H 0.526 -0.117 -2.743
H 0.285 -2.473 -0.963
H -1.813 0.962 -2.609
H -1.448 1.530 -0.958
H -2.769 0.369 -1.229
```

charge	0
2S+1	1
total energy	-453.64379	Ha
energy relative to the best compared isomer or geometry (same formula, charge and spin)	162.1	kcal/mol
LUMO level (spin up / spin down)	0.6 / 0.9	eV
HOMO-LUMO gap (spin up / spin down)	7.78 / 8.43	eV

Entry from the OMol25 dataset: the ion C19H32NO3 with charge +1 (ωB97M-V/def2-TZVPD).

XYZ file:
```
55
Properties=species:S:1:pos:R:3
C 4.047 -0.209 1.705
H 3.295 -0.725 2.298
H 4.518 0.580 2.300
H 4.813 -0.922 1.389
O 3.373 0.334 0.585
C 4.237 0.963 -0.353
C 3.425 1.385 -1.577
C 2.359 2.420 -1.234
N 1.383 1.815 -0.304
H 1.948 1.356 0.447
H 0.887 1.018 -0.765
C 0.348 2.712 0.251
C -0.584 1.950 1.188
H -1.279 2.669 1.622
H -0.007 1.518 2.007
C -1.395 0.845 0.484
C -0.493 -0.282 0.034
C -0.292 -0.520 -1.324
C 0.574 -1.515 -1.787
C 1.239 -2.253 -0.841
C 1.044 -2.023 0.528
C 0.195 -1.049 0.985
H 0.049 -0.905 2.042
O 1.827 -2.873 1.243
C 2.481 -3.697 0.295
O 2.148 -3.250 -1.004
H 3.568 -3.634 0.440
H 2.155 -4.740 0.424
H 0.703 -1.705 -2.839
H -0.854 0.048 -2.052
H -1.874 1.284 -0.396
C -2.504 0.338 1.420
H -3.172 1.167 1.653
C -3.311 -0.824 0.838
H -2.638 -1.665 0.657
H -4.035 -1.140 1.592
C -4.070 -0.519 -0.459
C -4.777 -1.788 -0.934
H -5.294 -1.608 -1.873
H -4.062 -2.593 -1.086
H -5.508 -2.112 -0.198
C -5.088 0.604 -0.276
H -5.670 0.733 -1.185
H -4.605 1.553 -0.052
H -5.773 0.365 0.534
H -3.354 -0.225 -1.234
H -2.058 0.007 2.360
H -0.217 3.139 -0.581
H 0.838 3.528 0.788
H 2.814 3.288 -0.750
H 1.842 2.756 -2.135
H 2.953 0.501 -2.010
H 4.107 1.802 -2.316
H 4.719 1.835 0.113
H 5.025 0.263 -0.657
```

charge	+1
2S+1	1
total energy	-1023.42934	Ha
energy relative to the best compared isomer or geometry (same formula, charge and spin)	0.0	kcal/mol
LUMO level	-2.2	eV
SMILES string	COCCC[NH2+]CC[C@H](CCC(C)C)c1ccc2c(c1)OCO2
HOMO-LUMO gap	9.00	eV

Q: What is the 2S+1 in the fourth record?
A: 1